92
Properties=species:S:1:pos:R:3:lowdin_charge:R:1 method="wB97M-V/def2-TZVPD" total_energy_ha=-4437.6897 charge=+2 lumo_ev="-6.76 / -6.22" multiplicity=3 relative_energy_kcal_mol=0.0 homo_ev="-13.0073 / -13.3450"
W 0.00419 0.53435 0.98219 1.452
Cl -1.28780 1.55470 4.30534 0.276
Cl -0.41903 -1.64959 4.21114 0.290
Cl -3.37630 -0.76177 3.33091 0.285
S -1.48576 1.68181 -1.67876 0.550
Si -1.38232 -0.17435 3.05837 -0.529
F 2.97902 -8.12620 -1.90443 0.134
F 4.64012 -7.37165 -0.64035 0.133
F 2.91884 -8.38083 0.29036 0.125
O -1.53565 1.75068 -0.13439 -0.487
O -2.40062 0.68979 -2.23107 -0.302
O -0.20647 1.73295 -2.37426 -0.277
N 2.24189 3.56840 -1.06511 0.190
N 0.19049 2.76203 1.92346 -0.164
N 2.42608 1.13003 4.38618 0.194
N -2.42017 -1.09900 0.09118 -0.094
N 1.59196 1.64332 -0.14155 0.011
N -4.83060 -2.39160 -0.81632 0.051
N 1.58762 0.35932 2.47590 -0.032
C 0.84849 -2.31449 -0.11043 -0.087
C 2.45798 1.32799 -1.23735 -0.181
C -3.71914 -0.43355 0.16234 -0.246
C 0.47681 3.68880 0.80658 -0.097
C 1.05359 -4.68012 0.59414 -0.016
C 3.09240 -2.91709 3.70117 -0.061
C 2.30013 -0.72255 3.11425 -0.231
C -1.47830 4.24284 -2.63694 -0.059
C 2.55910 -2.05087 2.74897 -0.032
C 3.27640 -7.52167 -0.70996 -0.514
C 4.12659 1.35421 -3.43901 -0.063
C -3.59433 3.41510 -1.82249 -0.056
C -4.75030 -0.88361 -0.86802 -0.082
C 1.45780 2.99387 -0.11616 -0.270
C 2.77597 -5.19004 -1.51106 0.010
C 3.48658 -2.43230 4.94670 -0.060
C -3.48930 -3.05133 -0.98363 -0.079
C -4.10824 6.93057 -3.15629 -0.039
C 1.64163 -5.92663 0.47143 0.011
C 3.71597 2.57743 -2.91636 0.007
C 1.74210 1.44660 3.24927 -0.315
C -4.20582 4.60194 -2.19815 -0.015
C -3.45737 5.63027 -2.79365 -0.250
C 1.33397 -3.62540 -0.32340 -0.239
C 1.29158 2.83345 2.89252 -0.132
C 2.86783 0.11135 -1.79306 0.001
C 0.39826 -1.21946 0.23660 -0.237
C -2.08142 5.44524 -2.98220 -0.020
C 3.33686 -1.09324 5.28617 0.003
C 2.90071 2.56057 -1.78505 -0.163
C 2.73890 -0.24653 4.35784 -0.187
C 2.55550 -6.21987 -0.56884 -0.078
C -2.23833 3.24934 -2.03769 -0.294
C 3.69755 0.14718 -2.90956 -0.061
C -2.52469 -2.56451 0.09173 -0.168
C 2.15196 -3.96158 -1.43881 0.001
H 2.12305 3.35687 2.38921 0.143
H 0.99685 3.41085 3.77420 0.136
H -0.45095 3.87561 0.25949 0.122
H 0.37549 -4.46982 1.42230 0.124
H -0.44035 4.03480 -2.88235 0.107
H -3.68474 -4.12900 -0.94008 0.144
H 4.06078 3.49700 -3.37011 0.119
H 3.69471 -0.72488 6.23872 0.122
H -4.05131 7.10348 -4.23155 0.092
H -5.50334 -2.76895 -1.50962 0.195
H 3.46701 -5.38148 -2.33994 0.139
H -4.47386 -0.59558 -1.88738 0.126
H -1.55046 -3.01117 -0.08859 0.100
H -5.75921 -0.49126 -0.63698 0.149
H -4.18099 2.60172 -1.40227 0.110
H 2.38020 -2.40982 1.74049 0.083
H 3.19028 -3.98734 3.46760 0.122
H -5.27633 4.72052 -2.04952 0.120
H 2.29662 -3.21312 -2.20963 0.116
H -1.97103 -0.81654 -0.78243 0.062
H 4.03319 -0.78721 -3.35412 0.114
H -5.14877 6.94477 -2.86867 0.076
H -3.13701 -2.77249 -1.98067 0.148
H -5.25434 -2.67665 0.09133 0.197
H 3.94983 -3.13907 5.65026 0.126
H 2.56785 -0.83295 -1.33092 0.084
H 4.78589 1.36262 -4.30750 0.121
H -2.84548 -2.89937 1.07549 0.121
H -1.51261 6.20870 -3.49712 0.122
H 1.38813 -6.70507 1.20281 0.132
H 0.90074 4.61876 1.20383 0.142
H -3.56713 0.63631 0.09805 0.096
H -0.72035 2.92548 2.35388 0.069
H 2.80685 1.81527 5.06120 0.198
H -3.57268 7.76996 -2.68659 0.095
H -4.10693 -0.61182 1.17511 0.022
H 2.31754 4.58660 -1.23837 0.198

***

86
Properties=species:S:1:pos:R:3:lowdin_charge:R:1 method="wB97M-V/def2-TZVPD" total_energy_ha=-4591.1546 lumo_ev="-0.51 / -0.52" multiplicity=2 relative_energy_kcal_mol=15.2 homo_ev="-7.4204 / -7.2154"
Ru -0.42135 0.81797 1.18425 0.675
Cl -0.94499 1.09002 5.16223 0.177
Cl -1.06437 3.73847 3.51581 0.225
Cl 1.80123 2.08557 3.79928 0.214
S -0.98998 -0.81342 2.56751 0.656
S 0.58864 4.98712 1.14060 0.797
P -1.68219 -0.89245 -0.70700 1.102
Si -0.24624 1.80467 3.32281 -0.621
O 0.57916 3.50955 0.86579 -0.628
N 1.48342 -0.18737 1.39091 -0.092
N 0.81264 1.33136 -0.61911 -0.009
N 0.61113 -2.45527 3.86226 0.101
N 1.69578 -1.14093 2.34786 0.043
C 2.47711 0.15927 0.64702 -0.205
C 0.44265 2.21129 -1.54320 -0.157
C -4.74463 0.91831 1.23055 -0.042
C -3.48342 0.67518 0.67008 -0.316
C -3.35921 -0.43915 -0.17844 -0.356
C 1.43728 5.72160 -0.25871 -0.262
C -0.76096 -5.00596 1.20170 -0.083
C 3.86149 -0.34567 0.80545 -0.182
C 0.98468 -2.43735 -0.96069 -0.057
C 5.81877 -1.41766 -0.11725 -0.079
C -2.36247 -0.51340 -3.43345 -0.267
C 3.08811 1.71491 -1.23417 0.005
C 0.20206 -4.31686 0.48342 -0.048
C -1.35783 -2.54057 0.03814 -0.399
C -1.98292 -1.45059 -2.45849 -0.278
C 0.57206 -1.46491 2.93386 -0.772
C 2.12783 1.09073 -0.44478 -0.201
C -2.43727 0.96042 -3.14374 -0.046
C -4.48513 -1.17517 -0.55277 -0.100
C -2.63693 -2.29323 -5.05521 -0.084
C -2.26441 -3.22066 -4.09859 -0.081
C 6.47882 -1.25866 1.09214 -0.087
C -0.07910 -3.09352 -0.11958 -0.303
C -1.94957 -2.79912 -2.81434 -0.086
C -2.68741 -0.95121 -4.71297 -0.053
C -5.72959 -0.88273 -0.02630 -0.088
C 1.89420 5.26649 2.33262 -0.284
C -5.84654 0.15386 0.89485 -0.080
C 5.82776 -0.65330 2.15974 -0.071
C -2.31794 -3.23529 0.76839 -0.111
C 1.33093 2.84236 -2.39273 -0.059
C 4.51754 -0.95710 -0.25983 -0.053
C -2.03077 -4.46523 1.33825 -0.080
C 4.52382 -0.20672 2.02298 -0.027
C -2.36424 1.63516 0.92435 -0.299
C 2.68264 2.59025 -2.22583 -0.048
H 1.20052 -4.72878 0.38793 0.113
H 6.33817 -0.53054 3.10636 0.104
H 0.96609 3.52257 -3.15007 0.112
H -2.98896 -0.21936 -5.45373 0.109
H 4.13516 1.52259 -1.05500 0.116
H -6.59608 -1.46325 -0.31552 0.100
H -0.51838 -5.95732 1.65810 0.101
H -1.68313 -3.54573 -2.07947 0.100
H -1.44007 1.39715 -3.18995 0.061
H -3.29618 -2.79834 0.91875 0.097
H 1.52436 -2.69443 4.21260 0.104
H -2.89663 -2.60903 -6.05763 0.102
H -2.14858 2.16881 -0.01448 0.037
H 4.01118 0.25881 2.85361 0.086
H -0.15689 -2.51304 4.50898 0.088
H 0.92190 -2.78716 -1.99496 0.089
H -3.05554 1.46579 -3.88519 0.084
H -0.61819 2.41107 -1.59735 0.090
H 0.87707 -1.35202 -0.98176 0.029
H 1.53776 4.92051 3.29910 0.000
H 1.97809 -2.67567 -0.57788 0.076
H -2.22889 -4.27573 -4.33863 0.103
H -2.79257 -4.98862 1.90224 0.103
H -4.37418 -2.00319 -1.24421 0.111
H -6.80967 0.37759 1.33740 0.102
H 2.76341 4.68328 2.02690 0.059
H 7.49797 -1.60599 1.20397 0.101
H 3.99979 -1.09124 -1.20293 0.116
H 2.11852 6.33274 2.37127 0.057
H 3.41838 3.08627 -2.84652 0.113
H 0.79092 5.62106 -1.12831 0.045
H 6.31294 -1.90237 -0.94945 0.103
H -2.67242 2.39337 1.64222 0.008
H -4.85291 1.74667 1.92091 0.111
H 1.60759 6.77829 -0.05130 0.054
H -2.85933 1.16673 -2.15723 0.062
H 2.37846 5.19745 -0.42445 0.055

***

88
Properties=species:S:1:pos:R:3:lowdin_charge:R:1 method="wB97M-V/def2-TZVPD" total_energy_ha=-4175.9079 lumo_ev="-0.02 / -0.06" multiplicity=4 relative_energy_kcal_mol=9.2 homo_ev="-6.3050 / -7.5192"
V -0.53664 -0.15309 0.32181 0.730
S 2.38594 0.27261 -2.01624 0.699
S -3.29013 -2.07064 0.13084 0.603
S 0.75483 -4.24310 -0.77596 0.991
O -4.14342 -2.19099 -1.02206 -0.288
O -2.39721 -3.15153 0.42341 -0.266
N -1.09424 1.40898 -0.78786 0.010
N 1.43194 1.44594 1.48260 -0.079
N 4.37519 -0.55131 -0.40116 0.103
N 3.47500 -2.12153 -1.89085 0.115
N 3.15500 3.18479 1.67258 -0.081
N -0.14461 -1.39870 1.86887 -0.012
N 3.04208 1.41650 3.33614 -0.080
N 1.30734 3.13673 3.25504 -0.083
N -2.47067 -0.66711 0.11916 -0.206
C -5.21296 1.84783 -0.43110 -0.063
C -0.34647 -2.20319 4.12101 -0.058
C -0.48912 -1.23446 3.15971 -0.150
C -0.92915 3.68857 -1.51955 -0.046
C 0.33577 -3.51674 -2.26811 -0.426
C 6.16697 -1.09436 1.10121 -0.024
C 0.20772 -3.42269 3.73991 -0.050
C 5.19857 -2.79810 -0.48910 0.014
C 2.25420 0.61180 2.39627 -0.162
C 0.10603 -1.71017 -0.77451 -0.290
C 4.20406 -4.43952 -2.12426 -0.010
C -5.78343 -2.25322 3.91642 -0.086
C -5.40389 -2.90437 1.62925 -0.054
C 0.02074 -2.19795 -2.12814 -0.217
C -2.45583 1.60890 -0.63159 -0.131
C 2.23399 3.98462 2.48587 -0.167
C 2.11033 2.24837 4.11172 -0.165
C 0.56188 -3.61917 2.42588 -0.013
C -3.08855 2.84409 -0.89386 -0.159
C 3.92178 2.30875 2.56520 -0.165
C -6.12269 -3.02398 2.80911 -0.075
C 0.51916 -2.73171 0.05344 -0.534
C -4.02930 -1.19793 2.65322 -0.068
C -3.22545 0.47657 -0.21208 -0.243
C 4.30754 -3.09667 -1.47162 -0.269
C 0.55708 2.31513 2.30408 -0.176
C 3.46587 -0.83631 -1.38812 -0.782
C 2.37865 2.34161 0.75529 -0.185
C -4.60449 0.60122 -0.17539 -0.015
C -0.37969 2.42252 -1.26789 -0.129
C 5.19945 -1.48883 0.02347 -0.313
C -4.34920 -2.00003 1.56273 -0.282
C 0.35556 -2.60467 1.49082 -0.274
C -4.74693 -1.32954 3.83462 -0.075
C -4.48689 2.95431 -0.74748 -0.055
C -2.26171 3.90577 -1.32044 -0.006
H 4.49981 2.92011 3.25888 0.123
H 0.97287 -4.56506 2.09213 0.106
H -4.96760 3.91144 -0.92083 0.111
H 0.65929 2.21465 -1.46758 0.041
H -5.21851 -0.25183 0.05336 0.096
H 5.88613 -3.54955 -0.12162 0.118
H 1.81178 2.99159 0.09473 0.102
H -6.32766 -2.37511 4.84664 0.101
H 2.67655 2.85923 4.81375 0.122
H -6.29291 1.92148 -0.36597 0.109
H -0.91206 -0.27499 3.42447 0.101
H 2.92128 0.01144 1.78476 0.113
H 1.44120 1.59544 4.67420 0.124
H -5.64567 -3.50436 0.75587 0.120
H -2.69747 4.88369 -1.51085 0.121
H 3.28485 -4.92894 -1.80898 0.046
H 6.97199 -1.82253 1.20820 0.076
H 3.05068 1.72755 0.17422 0.061
H 2.80691 4.59855 3.18145 0.123
H 0.32466 -4.12713 -3.16877 0.068
H 1.61085 -0.03918 2.97089 0.095
H -6.94612 -3.72538 2.87125 0.104
H -0.67020 -2.02064 5.13658 0.106
H 6.58654 -0.11461 0.87323 0.085
H 5.05255 -5.06448 -1.84793 0.086
H -0.14763 1.69856 2.86186 0.107
H 0.34386 -4.21324 4.46952 0.111
H 0.00213 2.97590 1.63657 0.120
H 2.75843 -2.32088 -2.57518 0.121
H -0.28122 4.48297 -1.87460 0.111
H 4.17269 -4.33558 -3.21275 0.096
H 1.65445 4.63964 1.83177 0.125
H -0.29196 -1.58554 -2.96629 0.099
H 5.63809 -1.01402 2.05700 0.087
H -4.49747 -0.71729 4.69390 0.103
H 4.60302 1.70405 1.96474 0.116
H -3.22962 -0.47604 2.56047 0.093